1.
{
  "formula": "C4H15NO3",
  "method": "ωB97M-V/def2-TZVPD",
  "elements": ["C", "C", "C", "C", "N", "H", "H", "H", "H", "H", "H", "H", "H", "H", "H", "H", "O", "H", "H", "O", "H", "H", "O"],
  "coordinates": [[3.3527, 0.5298, 0.4265], [2.1136, 1.4001, 0.0644], [1.2853, 0.7844, -1.0244], [-0.0373, 0.6908, -0.8244], [-0.8345, -0.0170, -1.7300], [4.0411, 0.4073, -0.3823], [3.0127, -0.4150, 0.8658], [3.8407, 0.9318, 1.3160], [1.5840, 1.3326, 1.0120], [2.3703, 2.4537, 0.0642], [1.6824, 0.1904, -1.8325], [-0.6184, 1.1662, -0.0085], [-1.8287, 0.0179, -1.6368], [-0.3743, -0.2593, -2.5898], [-0.5099, 1.5932, 1.7599], [-1.8190, 1.1143, 2.3335], [-1.2651, 1.9127, 2.2821], [-1.0826, -2.9470, 1.4017], [-2.3190, -2.3249, 0.7185], [-1.7547, -2.2708, 1.5031], [-4.0352, -1.4893, -1.5669], [-3.3787, -2.8644, -1.1945], [-3.4254, -1.9374, -0.9576]],
  "lumo_energy_ev": 0.257,
  "smiles": "CC/C=C/N.O.O.O",
  "spin_multiplicity": 1
}

=====

2.
{
  "formula": "C4H15NO3",
  "method": "ωB97M-V/def2-TZVPD",
  "elements": ["C", "N", "C", "O", "C", "C", "H", "H", "H", "H", "H", "H", "H", "H", "H", "H", "H", "H", "H", "O", "H", "H", "O"],
  "coordinates": [[-0.1433, 0.3399, 0.6207], [0.0083, 0.5434, -0.8091], [0.7537, 1.7421, -1.1362], [0.8759, 1.8707, -2.5381], [-0.5017, -1.0590, 1.1079], [-0.1779, -2.1873, 0.1422], [-0.7874, 1.1686, 0.9669], [0.7775, 0.6840, 1.1561], [0.3643, -0.3090, -1.2327], [0.2717, 2.7265, -0.8266], [1.8194, 1.7604, -0.7692], [0.1326, 1.4719, -3.0044], [0.1479, -1.2004, 1.9710], [-1.5202, -1.1604, 1.4869], [0.8637, -2.2097, -0.0932], [-0.8980, -2.1620, -0.7262], [-0.3792, -3.1613, 0.5675], [1.5476, -1.2624, 4.3728], [1.6118, -0.0055, 3.6572], [0.9674, -0.5015, 4.1810], [-2.2131, 1.6155, -3.4097], [-1.5117, 0.6057, -2.4309], [-2.0092, 0.6900, -3.2537]],
  "lumo_energy_ev": 0.508,
  "smiles": "CCCNCO.O.O",
  "spin_multiplicity": 1
}

=====

3.
{
  "formula": "C4H15NO5Sr",
  "method": "ωB97M-V/def2-TZVPD",
  "elements": ["Sr", "O", "H", "O", "H", "O", "H", "O", "H", "C", "C", "C", "O", "C", "N", "H", "H", "H", "H", "H", "H", "H", "H", "H", "H", "H"],
  "coordinates": [[0.1393, -1.6059, 0.6861], [1.7902, -3.0344, 2.0885], [2.5981, -3.5519, 1.9037], [0.7109, -2.0003, -1.7941], [0.9358, -1.7120, -2.7001], [-0.6462, -1.3921, 3.1880], [-1.5674, -1.1510, 3.4063], [-1.2275, -3.5690, 1.1151], [-1.5190, -4.3541, 0.6119], [1.3079, 2.9769, -0.4635], [0.5929, 1.7525, 0.0939], [-0.2818, 1.1327, -1.0014], [-1.1209, 0.0951, -0.3746], [-2.4638, -0.1469, -0.9139], [1.5640, 0.6734, 0.5333], [2.1705, 3.3363, 0.0976], [0.6138, 3.8056, -0.3238], [1.4744, 2.9106, -1.5387], [0.0493, 2.0452, 0.9922], [0.2122, 0.7173, -1.8798], [-0.9772, 1.9409, -1.2276], [-3.1537, 0.5986, -0.5185], [-2.9390, -1.0282, -0.4830], [-2.5629, -0.1118, -1.9989], [2.3578, 1.1899, 0.8846], [1.9426, 0.4826, -0.3834]],
  "s_squared": 0.768,
  "lumo_energy_ev": [2.608, 1.482],
  "total_charge": -1,
  "spin_multiplicity": 2
}

=====

4.
{
  "formula": "C4H16AsBBaF4N5O9P2",
  "method": "ωB97M-V/def2-TZVPD",
  "elements": ["Ba", "N", "N", "C", "N", "N", "N", "O", "O", "H", "H", "H", "H", "H", "O", "P", "O", "O", "O", "P", "O", "O", "O", "H", "H", "C", "As", "C", "C", "H", "H", "H", "H", "H", "H", "H", "H", "H", "F", "B", "F", "F", "F"],
  "coordinates": [[-1.3217, -0.2356, -0.6931], [0.2840, 2.7621, 1.1310], [-0.5379, 2.6518, 2.2550], [-1.0601, 1.5148, 2.7309], [-1.9804, 1.6455, 3.7092], [-0.5949, 0.3943, 2.1729], [-1.0736, -0.7922, 2.6342], [-1.4273, -0.9496, 3.7941], [-1.0655, -1.6966, 1.8138], [-0.2824, 2.6839, 0.2901], [0.9722, 2.0193, 1.1514], [-0.8911, 3.5219, 2.6136], [-2.6847, 2.3440, 3.5063], [-2.3178, 0.7779, 4.0954], [1.5747, -1.3275, -3.1167], [0.1598, -2.0227, -3.4942], [0.3788, -3.2242, -4.3041], [-0.6671, -2.0901, -2.2190], [-0.5220, -0.8361, -4.4025], [-0.8768, 0.6364, -3.8776], [-2.3728, 0.3884, -3.1987], [-0.9993, 1.6012, -4.9760], [-0.0097, 0.8814, -2.6537], [1.3691, -0.4059, -2.8584], [-3.0271, 0.9243, -3.6578], [2.6342, -1.0786, 1.9507], [2.0311, -1.0914, 0.0802], [1.9995, -3.0254, -0.1617], [3.7577, -0.7156, -0.7540], [3.5216, -1.7020, 2.0695], [1.8393, -1.4659, 2.5884], [2.8678, -0.0620, 2.2688], [2.9372, -3.4646, 0.1819], [1.8440, -3.2389, -1.2171], [1.1684, -3.4412, 0.4068], [4.5277, -1.3572, -0.3232], [4.0289, 0.3286, -0.6005], [3.6706, -0.9123, -1.8205], [-3.6501, 2.8058, 1.7443], [-3.6079, 2.0285, 0.5748], [-4.6815, 2.2796, -0.2389], [-2.3743, 2.3025, -0.1072], [-3.5406, 0.6434, 0.9115]],
  "lumo_energy_ev": 1.741,
  "total_charge": -1,
  "spin_multiplicity": 1
}

=====

5.
{
  "formula": "C4H16BBrN7O5",
  "method": "ωB97M-V/def2-TZVPD",
  "elements": ["O", "B", "O", "C", "N", "Br", "H", "H", "H", "H", "C", "O", "N", "N", "H", "H", "H", "H", "C", "O", "N", "N", "H", "H", "H", "H", "C", "O", "N", "N", "H", "H", "H", "H"],
  "coordinates": [[3.3273, -5.1220, 1.0540], [2.4123, -3.9462, 0.9558], [2.8901, -2.5962, 1.4061], [0.8791, -4.0456, 0.3159], [-0.1225, -4.7164, 1.2356], [-1.6829, -3.6375, 1.0304], [3.6305, -5.2590, 0.0985], [3.1656, -2.1588, 0.5266], [0.8971, -4.5204, -0.7794], [0.5364, -2.9187, 0.1529], [-3.0434, 0.2823, 1.0705], [-2.9500, -0.7786, 0.4737], [-2.1150, 0.7085, 1.9459], [-4.0830, 1.1201, 0.9064], [-2.1744, 1.5789, 2.4469], [-1.3159, 0.1074, 2.0987], [-4.8043, 0.8371, 0.2561], [-4.1775, 1.9978, 1.3890], [-1.2835, 4.0270, -0.2331], [-2.4148, 4.4599, -0.0799], [-0.2510, 4.8053, -0.6044], [-0.9682, 2.7329, -0.0444], [0.6873, 4.4672, -0.7356], [-0.4453, 5.7863, -0.7568], [-1.7166, 2.1126, 0.2358], [-0.0426, 2.3578, -0.1657], [1.9060, -0.1562, -1.5134], [1.9303, -1.2092, -0.8959], [0.7982, 0.5997, -1.6187], [2.9847, 0.3424, -2.1438], [0.7586, 1.4694, -2.1227], [-0.0363, 0.2603, -1.1586], [3.8396, -0.1958, -2.0893], [2.9841, 1.2075, -2.6572]],
  "lumo_energy_ev": 1.815,
  "total_charge": -1,
  "spin_multiplicity": 1
}

=====

6.
{
  "formula": "C4H16BCl2CoN4O16",
  "method": "ωB97M-V/def2-TZVPD",
  "elements": ["Co", "Cl", "O", "O", "O", "O", "Cl", "O", "O", "O", "O", "B", "H", "H", "H", "H", "C", "N", "O", "O", "H", "H", "H", "C", "N", "O", "O", "H", "H", "H", "C", "N", "O", "O", "H", "H", "H", "C", "N", "O", "O", "H", "H", "H"],
  "coordinates": [[1.0885, -0.4676, -0.2039], [1.2842, -4.2549, -3.6416], [2.0448, -3.4295, -4.5978], [2.0317, -5.4037, -3.2985], [1.0984, -3.4974, -2.4429], [0.0457, -4.6932, -4.2536], [1.9233, -2.9519, 4.7293], [2.2319, -2.8291, 3.3295], [0.8916, -3.9018, 4.9994], [3.1596, -3.2656, 5.4222], [1.4423, -1.6925, 5.1124], [4.0768, 0.7153, 0.2361], [3.7983, -0.2856, -0.0554], [4.5828, 0.6383, 1.1860], [4.7827, 1.0339, -0.5152], [3.1527, 1.2714, 0.2052], [-3.6529, -2.2373, 3.4070], [-2.9313, -2.6678, 2.1500], [-1.9780, -1.9271, 1.8197], [-3.3040, -3.6595, 1.5470], [-4.7110, -2.1059, 3.1803], [-3.2555, -1.3025, 3.8023], [-3.6678, -3.0555, 4.1271], [-4.3770, 0.5851, -4.0048], [-3.7103, -0.3519, -3.0917], [-2.8577, 0.0656, -2.3552], [-4.0449, -1.5294, -3.2048], [-4.5888, 1.4788, -3.4180], [-5.1950, 0.0642, -4.5024], [-3.5677, 0.9544, -4.6348], [1.8418, 4.0841, -3.5732], [1.3883, 2.6846, -3.8870], [1.3459, 1.9140, -2.9453], [1.2095, 2.3806, -5.0763], [0.9303, 4.6768, -3.6503], [2.7101, 4.3794, -4.1624], [2.1873, 4.0680, -2.5396], [0.8544, 3.8612, 3.7805], [-0.2816, 3.1077, 3.2103], [-0.0020, 2.4408, 2.2430], [-1.3295, 3.0195, 3.8211], [1.4104, 4.3490, 2.9799], [1.4713, 3.1248, 4.2956], [0.4704, 4.6122, 4.4710]],
  "s_squared": 3.763,
  "lumo_energy_ev": [0.786, -3.771],
  "total_charge": -1,
  "spin_multiplicity": 4
}

=====

7.
{
  "formula": "C4H16BrN8O4",
  "method": "ωB97M-V/def2-TZVPD",
  "elements": ["Br", "C", "O", "N", "N", "H", "H", "H", "H", "C", "O", "N", "N", "H", "H", "H", "H", "C", "O", "N", "N", "H", "H", "H", "H", "C", "O", "N", "N", "H", "H", "H", "H"],
  "coordinates": [[-0.4045, 1.9380, 0.8577], [2.8227, 1.6226, -4.5537], [3.8352, 1.4457, -5.2138], [2.7848, 1.2735, -3.3225], [1.8537, 2.4916, -4.9474], [3.6244, 0.8739, -2.9282], [1.9957, 1.5124, -2.7392], [1.3790, 3.0808, -4.2784], [2.4478, 3.0672, -5.5270], [-6.2925, 0.8975, 2.8972], [-7.2150, 0.5725, 3.6403], [-5.0878, 0.4727, 2.9450], [-6.3689, 1.7394, 1.8961], [-4.8030, -0.3019, 3.5273], [-4.4273, 0.8419, 2.2761], [-5.6489, 2.0600, 1.2645], [-7.3098, 2.1007, 1.9619], [5.3176, -0.5641, 3.3899], [6.2661, -1.3437, 3.3463], [5.3824, 0.6984, 3.1491], [4.0364, -0.8402, 3.3886], [6.2266, 1.2336, 3.2940], [4.5575, 1.2785, 3.2055], [3.3906, -0.1960, 2.9550], [3.9113, -1.8424, 3.4008], [-1.5264, -3.4302, -1.9586], [-1.5030, -4.5007, -2.4732], [-2.4595, -2.5572, -2.1804], [-0.6120, -3.1208, -1.0781], [-2.4321, -1.6572, -1.7228], [-3.2063, -2.8154, -2.8095], [0.0653, -3.8565, -0.9361], [-0.5998, -2.1741, -0.7264]],
  "lumo_energy_ev": 2.499,
  "total_charge": -1,
  "spin_multiplicity": 1
}

=====

8.
{
  "formula": "C4H16BrN8O4Pb",
  "method": "ωB97M-V/def2-TZVPD",
  "elements": ["Pb", "Br", "C", "O", "N", "N", "H", "H", "H", "H", "C", "O", "N", "N", "H", "H", "H", "H", "C", "O", "N", "N", "H", "H", "H", "H", "C", "O", "N", "N", "H", "H", "H", "H"],
  "coordinates": [[-0.5726, 0.6835, -0.4360], [-0.5681, 0.7342, -3.3562], [2.9153, 0.9635, 0.0079], [1.9899, 0.9517, -0.7931], [4.1518, 0.4669, -0.1953], [2.8191, 1.3724, 1.2983], [4.2777, -0.0785, -1.0354], [4.8323, 0.2965, 0.5203], [1.9547, 1.8738, 1.4510], [3.5639, 1.3737, 1.9667], [0.3294, -2.6390, -1.2582], [0.4516, -1.6544, -0.5134], [-0.1409, -2.5786, -2.5325], [0.7491, -3.9049, -1.0361], [-0.5153, -1.6924, -2.8511], [0.0190, -3.3708, -3.1208], [0.3764, -4.6323, -1.6136], [1.1663, -4.1159, -0.1425], [-0.0971, 4.1255, 0.9347], [0.2176, 3.0326, 0.3791], [-0.9339, 4.9790, 0.3926], [0.6299, 4.4807, 1.9935], [-1.3041, 4.7921, -0.5242], [-1.1540, 5.8556, 0.8345], [1.1720, 3.8161, 2.5123], [0.3735, 5.3421, 2.4518], [-3.0753, -2.1133, 0.4649], [-2.4079, -1.1092, 0.2174], [-4.4227, -2.1472, 0.5064], [-2.5126, -3.3093, 0.7974], [-4.7937, -3.0689, 0.6363], [-4.8747, -1.2608, 0.3636], [-1.5255, -3.3797, 0.6180], [-3.0909, -4.0845, 1.0618]],
  "lumo_energy_ev": -2.331,
  "total_charge": 1,
  "spin_multiplicity": 1
}

=====

For each record above, in turn, the calculated ΔE to the lowest compared entry with this formula, charge and spin values are 33.4 28.9 1.9 12.6 74.7 230.0 94.6 18.2 kcal/mol.